Below is a structure of composition C30H28NO7PReS2SbSe4, with properties calculated with the ωB97M-V functional and the def2-TZVPD basis.

Last column: Löwdin charge in e.
Atoms and positions in Å:
Re -1.295 0.287 0.309  0.953
C -3.488 -3.233 -0.089  -0.056
C -2.050 -3.726 0.061  -0.354
C -1.302 -3.747 -1.270  -0.034
C -1.264 -2.959 1.150  -0.246
C -0.195 -3.842 1.791  -0.048
O 1.053 -3.245 1.392  0.039
C 0.803 -2.073 0.826  -0.304
N -0.447 -1.783 0.662  -0.022
C 2.061 -1.357 0.525  -0.123
C 3.159 -2.178 0.260  0.026
C 4.427 -1.655 0.077  -0.012
C 4.631 -0.291 0.202  -0.014
C 3.547 0.534 0.456  -0.065
C 2.258 0.018 0.586  -0.289
P 1.023 1.288 0.886  1.054
C 1.398 1.791 2.585  -0.354
C 1.590 3.103 2.994  -0.042
C 1.913 3.372 4.323  -0.029
C 2.032 2.346 5.241  -0.047
C 1.892 1.023 4.830  -0.126
C 1.584 0.748 3.510  -0.198
C 1.221 2.710 -0.190  -0.364
C 2.080 2.735 -1.284  -0.087
C 2.142 3.871 -2.075  -0.040
C 1.322 4.954 -1.806  -0.034
C 0.435 4.917 -0.736  -0.042
C 0.387 3.800 0.078  -0.122
H -4.009 -3.810 -0.853  0.096
H -3.536 -2.194 -0.394  0.027
H -4.038 -3.332 0.849  0.091
H -2.117 -4.752 0.432  0.141
H -1.290 -2.760 -1.730  0.059
H -1.791 -4.430 -1.965  0.096
H -0.265 -4.074 -1.155  0.091
H -1.968 -2.584 1.895  0.100
H -0.211 -4.861 1.412  0.143
H -0.219 -3.843 2.878  0.073
H 3.016 -3.246 0.201  0.133
H 5.252 -2.318 -0.144  0.126
H 5.620 0.134 0.099  0.126
H 3.709 1.599 0.565  0.121
H 1.511 3.920 2.291  0.104
H 2.077 4.396 4.630  0.123
H 2.245 2.568 6.279  0.125
H 2.042 0.212 5.532  0.106
H 1.492 -0.280 3.172  0.085
H 2.680 1.871 -1.537  0.110
H 2.820 3.897 -2.917  0.124
H 1.355 5.827 -2.444  0.120
H -0.221 5.754 -0.538  0.119
H -0.312 3.763 0.907  0.115
O -3.951 0.960 -1.004  -0.484
S -2.605 0.752 -1.595  0.635
O -1.723 1.870 -0.895  -0.414
O -2.267 -0.708 -1.207  -0.470
C -2.642 0.554 -3.310  -0.258
C -3.768 0.592 -4.085  0.008
C -3.684 -0.044 -5.334  -0.017
C -2.542 -0.709 -5.715  -0.002
C -1.395 -0.763 -4.895  -0.005
C -1.437 -0.153 -3.678  -0.212
S 0.098 0.324 -2.769  0.587
O 1.266 -0.236 -3.355  -0.221
O -0.142 1.730 -2.886  -0.259
O 0.111 -0.100 -1.246  -0.519
H -4.671 1.085 -3.755  0.139
H -4.544 -0.020 -5.989  0.128
H -2.517 -1.207 -6.675  0.129
H -0.501 -1.288 -5.206  0.135
Se -0.158 -2.609 5.598  0.184
Sb -1.043 -0.530 5.035  0.190
Se -3.519 0.455 1.057  0.762
Se -1.488 0.041 2.624  0.189
Se -1.637 1.138 6.529  0.198

## Properties
- E: -12802.724203 Eh
- LUMO: -8.27 eV
- Total charge: +2
- E_HOMO: -14.13 eV

***

Below is a structure of composition C4H52BO34, with properties calculated with the ωB97M-V functional and the def2-TZVPD basis.

Last column: Löwdin charge in e.
Atoms and positions in Å:
O 2.627 1.745 0.630  0.132
C 1.471 1.393 0.616  -0.350
O 0.760 1.397 -0.461  0.270
B -0.362 0.461 -0.207  -0.815
O -0.225 0.057 1.217  0.258
C 0.810 0.641 1.666  -0.353
O 1.259 0.454 2.805  0.102
O -0.283 -0.709 -1.071  0.290
C -1.473 -0.956 -1.363  -0.417
O -1.712 -1.996 -2.023  0.153
C -2.356 0.090 -1.071  -0.398
O -1.736 0.950 -0.440  0.282
O -3.578 0.129 -1.260  0.098
O -4.031 1.267 1.409  -0.026
H -4.728 1.548 2.017  0.092
H -3.401 0.893 2.009  0.007
O 1.295 -1.115 5.327  -0.041
H 1.261 -0.144 5.230  0.057
H 0.469 -1.442 5.652  0.028
O 0.073 3.109 -2.642  -0.020
H -0.073 3.114 -1.692  0.039
H 0.410 3.953 -2.970  0.078
O 3.488 1.319 3.548  -0.056
H 2.579 1.129 3.332  -0.054
H 4.026 1.464 2.787  -0.041
O -1.500 2.761 1.829  -0.002
H -1.103 3.310 1.166  0.043
H -2.119 2.291 1.278  -0.021
O 4.681 -0.498 0.288  -0.093
H 3.974 -0.391 -0.396  0.032
H 4.255 -0.789 1.154  0.022
O -3.275 -1.229 -4.383  -0.057
H -3.353 -1.534 -3.512  -0.062
H -2.435 -1.631 -4.724  0.068
O 2.358 -0.821 -1.939  -0.022
H 2.491 0.022 -2.285  -0.014
H 2.902 -1.425 -2.434  0.085
O 2.089 -2.493 0.375  -0.032
H 2.234 -1.915 -0.386  -0.009
H 2.793 -2.354 1.006  -0.013
O 3.430 -1.501 2.429  -0.047
H 3.007 -0.946 3.116  0.057
H 4.110 -2.012 2.902  0.107
O -2.971 -4.789 -1.004  -0.018
H -3.227 -4.029 -1.471  -0.043
H -3.688 -5.319 -0.700  0.016
O -2.171 -0.336 2.966  -0.028
H -1.283 -0.039 2.706  0.037
H -2.330 0.175 3.759  0.070
O 3.487 4.331 1.443  -0.017
H 4.346 4.280 0.991  0.075
H 3.246 3.438 1.418  -0.030
O -3.702 3.477 -0.167  -0.060
H -2.939 3.158 -0.660  0.017
H -3.935 2.672 0.332  -0.014
O -4.934 -1.592 0.652  -0.026
H -5.287 -1.270 1.466  0.041
H -4.882 -0.780 0.122  0.033
O -5.535 0.984 -2.792  -0.070
H -5.784 0.270 -3.386  0.021
H -4.829 0.697 -2.199  -0.034
O 1.131 -3.472 -2.401  -0.027
H 2.096 -3.630 -2.486  0.060
H 0.975 -2.552 -2.541  -0.024
O 5.576 1.626 1.683  -0.044
H 5.335 1.001 1.019  -0.032
H 6.043 1.057 2.294  0.052
O 0.089 -2.386 3.106  -0.008
H 0.938 -2.068 3.374  -0.014
H -0.438 -2.082 3.827  -0.002
O -0.342 -3.888 -0.001  -0.078
H 0.267 -3.310 -0.444  -0.047
H -1.122 -3.333 0.180  -0.023
O 0.626 -0.682 -4.058  -0.037
H -0.060 -0.102 -3.722  0.034
H 1.250 -0.695 -3.328  -0.036
O -4.561 -2.688 -2.147  -0.030
H -5.211 -2.035 -1.887  0.036
H -4.868 -2.914 -3.017  0.050
O 2.041 4.690 -0.843  -0.039
H 2.761 4.756 -1.454  0.024
H 2.413 4.551 0.024  -0.028
O 2.074 1.602 -3.219  -0.086
H 2.809 2.049 -2.732  0.005
H 1.295 2.077 -2.888  -0.025
O -2.445 -2.485 1.157  -0.020
H -2.187 -1.972 1.892  -0.026
H -3.390 -2.299 1.021  0.011
O 4.073 2.410 -1.642  -0.021
H 4.601 1.647 -1.877  0.066
H 3.544 2.204 -0.891  -0.016

## Properties
- Energy above the lowest of the compared OMol25 structures with the same formula, charge and spin: 0.545 eV
- E: -2766.921961 Eh
- LUMO: 1.12 eV
- Total charge: -1
- E_HOMO: -5.75 eV